No. 1
Computed, not measured: a cluster of 3 separate species, C6H14O2 in total at a distorted geometry, with ωB97M-V/def2-TZVPD.

Geometry as XYZ:
```
22
C6H14O2 ωB97M-V/def2-TZVPD
C 0.8047 0.9095 -1.8585
C 0.1064 -0.2081 -1.4813
C 0.3156 -1.4314 -2.2507
C -0.7512 -0.1866 -0.2902
C -1.6209 0.7955 0.0535
C -2.3799 0.9444 1.2801
H 1.4577 0.9655 -2.6527
H 0.7530 1.8196 -1.3479
H 1.4318 -1.7437 -2.0681
H -0.0105 -2.3228 -1.8293
H 0.2414 -1.2050 -3.2668
H -0.5012 -0.9348 0.3051
H -1.7453 1.5686 -0.8072
H -1.5672 0.7214 2.1002
H -3.3828 0.4761 1.4240
H -2.8371 1.9355 1.3175
O 1.4551 -2.0619 3.0514
H 0.8729 -2.1252 2.2157
H 2.0178 -1.3721 2.8370
O 1.9051 1.0005 1.3870
H 1.3470 0.5380 0.7391
H 2.0873 1.9171 1.1422
```

Summary:
- SMILES string: C=C(C)/C=C/C.O.O
- HOMO level: -0.3250 Ha
- ΔE to the lowest compared entry with this formula, charge and spin: 343.8 kJ/mol
- LUMO energy: 0.023 Ha

Atom charges from the Mulliken analysis, given in e for atoms 1 to 5: atom 1 (C): -1.123, atom 2 (C): 0.884, atom 3 (C): -1.497, atom 4 (C): -0.887, atom 5 (C): 0.184


No. 2
Computed, not measured: a cluster of 3 separate species, C6H14O2 in total at a distorted geometry, with ωB97M-V/def2-TZVPD.

Geometry as XYZ:
```
22
C6H14O2 ωB97M-V/def2-TZVPD
C 2.6410 -0.5679 0.8710
C 2.0291 0.1283 -0.0821
C 2.7513 0.3278 -1.3871
C 0.7781 0.8889 0.1494
C 0.1176 0.8572 1.3019
C 0.0497 1.4352 -1.0583
H 2.2306 -0.7275 1.8635
H 3.5773 -1.0856 0.6812
H 2.1862 0.1507 -2.3044
H 3.6038 -0.3439 -1.4507
H 3.1395 1.3487 -1.4544
H -0.8712 1.2431 1.4810
H 0.5301 0.5092 2.2246
H 0.2769 2.4571 -1.3722
H -1.0314 1.5103 -0.8972
H 0.1004 0.6857 -1.8511
O -5.2002 -0.2814 -4.7428
H -4.9240 -1.1995 -4.7170
H -5.2206 0.0691 -3.8499
O -2.4649 -2.5829 5.2262
H -2.5542 -2.8890 6.1321
H -1.7452 -1.9335 5.2363
```

Summary:
- SMILES string: C=C(C)C(=C)C.O.O
- HOMO level: -0.3175 Ha
- ΔE to the lowest compared entry with this formula, charge and spin: 212.4 kJ/mol
- LUMO energy: 0.025 Ha

Atom charges from the Mulliken analysis, given in e for atoms 1 to 5: atom 1 (C): -1.178, atom 2 (C): 0.883, atom 3 (C): -1.272, atom 4 (C): 1.111, atom 5 (C): -1.219


No. 3
Computed, not measured: a cluster of 3 separate species, C6H14O2 in total, with ωB97M-V/def2-TZVPD.

Geometry as XYZ:
```
22
C6H14O2 ωB97M-V/def2-TZVPD
C -2.1736 -1.1453 0.9677
C -0.9596 -0.3044 0.8879
C -0.8078 0.7505 -0.0266
C -1.6943 1.1138 -1.1265
C 1.3455 -0.1183 1.7510
C 0.0580 -0.5497 1.8579
H -2.6051 -1.1626 1.9796
H -2.9688 -0.8313 0.2977
H -1.9659 -2.1848 0.7352
H 0.1011 1.3183 0.0967
H -2.2845 1.9955 -0.8579
H -1.1087 1.3644 -2.0133
H -2.4545 0.3533 -1.3168
H 1.7292 0.4751 0.9185
H 2.0624 -0.4029 2.5035
H -0.2505 -1.1926 2.6694
H 0.4503 -0.8303 -1.3807
H 1.3702 -1.8785 -2.0081
O 1.0097 -0.9946 -2.1492
H 3.1319 1.5857 -1.2768
H 2.0383 0.5704 -1.6803
O 2.3337 1.1492 -0.9571
```

Summary:
- Spin multiplicity: 2
- HOMO level (spin up / spin down): -0.5255 / -0.5512 Ha
- ΔE to the lowest compared entry with this formula, charge and spin: 0.0 kJ/mol
- Total charge: +1
- LUMO energy (spin up / spin down): -0.178 / -0.275 Ha

Atom charges from the Mulliken analysis, given in e for atoms 1 to 5: atom 1 (C): -1.453, atom 2 (C): 1.336, atom 3 (C): -0.443, atom 4 (C): -1.246, atom 5 (C): -0.636


No. 4
Computed, not measured: an isolated molecule of C6H14O3 at a distorted geometry, with ωB97M-V/def2-TZVPD.

Geometry as XYZ:
```
23
C6H14O3 ωB97M-V/def2-TZVPD
C 1.4239 0.2654 1.5389
C 0.4411 -0.3962 0.5660
C -1.0590 -0.3426 1.2526
O -1.3979 -1.6155 1.7520
O -2.1477 0.0803 0.4804
C 0.3954 0.1764 -0.8324
C -0.3160 -0.7202 -1.8453
C 0.0030 1.6334 -0.9889
O 1.9167 0.0936 -1.2001
H 2.4519 0.2002 1.1735
H 1.3969 -0.2382 2.5104
H 1.1714 1.3177 1.6995
H 0.7112 -1.4567 0.5090
H -0.9917 0.3223 2.1205
H -1.5319 -2.1761 0.9686
H -2.8385 0.3486 1.1094
H -1.4041 -0.6329 -1.7934
H -0.0474 -1.7726 -1.7094
H -0.0101 -0.4483 -2.8608
H 0.0590 2.2554 -0.0916
H 0.6375 2.1736 -1.6985
H -1.0223 1.7722 -1.3411
H 2.1585 -0.8396 -1.3192
```

Summary:
- SMILES string: C[C@@H](C(O)O)C(C)(C)O
- HOMO level: -0.3630 Ha
- ΔE to the lowest compared entry with this formula, charge and spin: 116.8 kJ/mol
- LUMO energy: 0.025 Ha

Atom charges from the Mulliken analysis, given in e for atoms 1 to 5: atom 1 (C): -1.696, atom 2 (C): 0.210, atom 3 (C): -0.325, atom 4 (O): -0.578, atom 5 (O): -0.503


No. 5
Computed, not measured: an isolated molecule of C6H14O3Si2 at a distorted geometry, with ωB97M-V/def2-TZVPD.

Geometry as XYZ:
```
25
C6H14O3Si2 ωB97M-V/def2-TZVPD
C 4.3113 -0.8774 0.0258
C 2.8324 -0.3742 -0.1925
C 2.4763 0.7801 -0.7403
Si 0.6104 1.2299 -1.0930
O -0.0183 0.3777 0.1097
Si -0.9200 -1.1048 0.5924
O -0.7729 -2.2769 -0.5497
O -0.2506 -1.7616 1.9205
C -2.5320 -0.2878 0.6263
C -2.8455 0.6028 -0.2891
C -4.2145 1.0030 -0.6674
H 5.0103 -0.2729 -0.4971
H 4.2106 -1.9307 -0.2020
H 4.3499 -0.7024 1.0258
H 2.0732 -1.1180 0.1542
H 3.3413 1.3436 -1.1232
H 0.1046 2.6981 -0.9174
H 0.2746 0.5017 -2.2838
H 0.1154 -2.3295 -0.8030
H -0.1996 -1.0197 2.6354
H -3.2107 -0.6479 1.3078
H -2.1216 0.9929 -1.0135
H -5.0270 0.2491 -0.3831
H -4.2746 1.0772 -1.7379
H -4.4784 2.0177 -0.3978
```

Summary:
- SMILES string: C/C=C/[SiH2]O[Si](O)(O)/C=C/C
- HOMO level: -0.3476 Ha
- ΔE to the lowest compared entry with this formula, charge and spin: 3.4 kJ/mol
- LUMO energy: 0.023 Ha

Atom charges from the Mulliken analysis, given in e for atoms 1 to 5: atom 1 (C): -1.299, atom 2 (C): 0.167, atom 3 (C): -0.332, atom 4 (Si): 0.165, atom 5 (O): -0.010


No. 6
Computed, not measured: a cluster of 2 separate species, C6H14O4P in total at a distorted geometry, with ωB97M-V/def2-TZVPD.

Geometry as XYZ:
```
25
C6H14O4P ωB97M-V/def2-TZVPD
C -3.0050 -0.1261 1.2867
C -1.8405 -0.1553 1.9001
C -1.3642 0.9595 -1.5749
C 0.3147 -1.5529 -0.3541
C 1.5315 0.8792 -1.3144
C -0.0974 1.0395 1.2557
O -2.1850 -0.1954 -1.8115
O 1.6560 -1.7227 -0.0046
O 1.1919 0.7889 -2.6657
O 0.8715 0.5156 2.1489
P 0.0418 0.3766 -0.4182
H -3.8232 -0.9052 1.5125
H -3.3495 0.6507 0.6054
H -1.3527 -0.9116 2.4393
H -1.9405 1.7166 -1.0952
H -0.8332 1.2735 -2.4888
H 0.1820 -1.9985 -1.3656
H -0.3571 -2.2082 0.3619
H 2.3788 0.2455 -1.1589
H 1.7703 1.8378 -0.8817
H -0.1312 2.1476 1.3948
H -2.9503 0.2161 -2.3502
H 1.7565 -1.3809 0.9222
H 1.2545 -0.1313 -3.0092
H 1.1536 1.1569 2.8162
```

Summary:
- HOMO level: -0.4801 Ha
- ΔE to the lowest compared entry with this formula, charge and spin: 330.5 kJ/mol
- Total charge: +1
- LUMO energy: -0.123 Ha

Atom charges from the Mulliken analysis, given in e for atoms 1 to 5: atom 1 (C): -0.278, atom 2 (C): -0.405, atom 3 (C): -0.859, atom 4 (C): -0.517, atom 5 (C): -0.646


Number 1: molar mass 118.18 g/mol. Number 2: molar mass 118.18 g/mol. Number 3: molar mass 118.18 g/mol. Number 4: molar mass 134.18 g/mol. Number 5: molar mass 190.35 g/mol. Number 6: molar mass 181.15 g/mol.